C5H11NO3 | wB97M-V/def2-TZVPD

The SMILES is CN(C)C=O.CC(=O)O.

Geometry (Å):
C -1.61636 -1.08342 0.97489
N -1.12461 -0.27043 -0.12307
C -2.09246 0.59043 -0.77076
C 0.05770 -0.72785 -0.86835
O 0.38605 -1.91472 -0.88494
H -0.78704 -1.61983 1.43549
H -2.37361 -1.78115 0.60531
H -2.06858 -0.42560 1.72097
H -2.43567 1.33841 -0.05034
H -2.94953 0.00758 -1.12302
H -1.63355 1.10481 -1.61730
H 0.20250 -0.07831 -1.74955
C 2.47234 1.25860 -0.23646
C 1.52097 0.39517 0.55463
O 0.56846 0.91468 1.19500
O 2.17027 -0.66910 1.12538
H 3.17852 0.62924 -0.78352
H 1.90720 1.86927 -0.94316
H 3.03224 1.91107 0.43541
H 1.58518 -1.44882 1.10341

=====

C5H8O | wB97M-V/def2-TZVPD

Geometry (Å):
C -0.80769 -1.32141 -0.72472
C -0.10595 -0.16811 -0.06784
C -0.94244 0.72238 0.82662
O -0.24603 1.82003 1.34547
C 1.25254 0.04846 -0.22088
C 2.51224 -0.26059 -0.41673
H -0.64478 -2.20712 -0.09472
H -0.38993 -1.54547 -1.70851
H -1.88688 -1.16251 -0.82192
H 0.77601 1.05971 -0.58935
H -1.81017 1.12712 0.29056
H -1.34673 0.07098 1.62377
H 0.58267 1.48512 1.71835
H 3.05714 0.33140 -1.16009

=====

C6H14O | wB97M-V/def2-TZVPD

The SMILES is C=CCCC.CO.

Geometry (Å):
C 1.52660 -1.22314 -1.12160
C 0.30579 -1.39787 -0.61636
C -0.86447 -0.48288 -0.84493
C -1.69048 -0.18861 0.41163
C -2.94453 0.62242 0.08807
H 2.32307 -1.94703 -0.96163
H 1.77250 -0.34960 -1.72393
H 0.10703 -2.28450 -0.00996
H -1.52390 -0.95593 -1.58758
H -0.51617 0.45615 -1.29576
H -1.06821 0.33930 1.14567
H -1.98197 -1.13807 0.88101
H -3.55088 0.80690 0.98090
H -3.57332 0.09211 -0.63743
H -2.68801 1.59523 -0.34700
C 2.47580 1.35047 0.90060
O 2.25575 0.15335 1.61132
H 3.35061 1.29105 0.22925
H 2.66344 2.13657 1.64018
H 1.59687 1.64032 0.29939
H 2.02447 -0.51623 0.95816

=====

C28H44F4IrN2Si | wB97M-V/def2-TZVPD

The spin multiplicity is 2. As for the charge: +2.

Geometry (Å):
Ir -1.50290 -0.40364 -0.34937
C -1.62903 -1.58108 2.80980
C -1.88228 -2.54979 1.67286
N -1.04407 -2.33655 0.43300
C -1.39092 -3.46835 -0.48986
C -0.67704 -3.48035 -1.82925
C 0.40052 -2.43244 0.80693
C 1.03862 -1.07592 1.05313
N 0.25621 -0.01557 0.41011
C 0.82379 1.25456 0.55160
C 0.19714 2.23768 1.31912
F -0.98247 1.97372 1.88532
C 0.77298 3.48124 1.53410
F 0.11413 4.36407 2.26826
C 2.01558 3.79551 1.02181
C 2.66199 2.83703 0.27026
F 3.87211 3.07553 -0.23266
C 2.06258 1.61983 0.02146
F 2.77687 0.70929 -0.76305
H -2.32132 -1.81640 3.61784
H -1.79456 -0.54634 2.51134
H -0.62413 -1.67406 3.21979
H -2.92256 -2.49016 1.35139
H -1.69911 -3.57541 2.00686
H -2.47091 -3.43418 -0.62533
H -1.16897 -4.39823 0.04260
H 0.38362 -3.70939 -1.73756
H -0.77704 -2.53438 -2.36142
H -1.11224 -4.26902 -2.44302
H 0.92719 -2.95161 0.01350
H 0.47705 -3.05303 1.70168
H 2.04884 -1.08968 0.64097
H 1.13662 -0.86634 2.12224
H 2.47379 4.75548 1.21567
C -1.18148 2.63007 -1.88659
C -2.00091 1.40506 -1.60622
C -2.03354 0.32591 -2.53967
C -2.80362 -0.80026 -2.27700
C -3.59079 -0.87189 -1.09951
C -3.68981 0.23283 -0.24855
C -2.87744 1.36427 -0.49819
H -1.76452 3.32487 -2.49388
H -0.27240 2.38566 -2.43603
H -0.90657 3.14446 -0.96791
H -1.42233 0.37467 -3.43011
H -2.78638 -1.64662 -2.94926
H -4.14648 -1.77244 -0.87871
H -4.29077 0.19476 0.64884
H -2.89128 2.16913 0.22386
C 1.44482 -0.16199 -3.26584
Si 3.20971 0.23298 -2.87192
C 3.81768 1.83095 -3.60076
C 3.92583 1.40482 -5.09471
C 2.76011 2.93994 -3.49103
C 5.18467 2.34171 -3.13926
C 4.27753 -1.25772 -2.52780
C 3.59767 -2.18355 -1.50972
C 4.33972 -1.99588 -3.88961
C 5.69995 -0.93312 -2.05894
H 1.38765 -0.91939 -4.05136
H 0.92479 0.72726 -3.61907
H 0.92731 -0.55202 -2.38633
H 3.01996 0.92776 -5.48387
H 4.77577 0.74615 -5.27405
H 4.08322 2.30724 -5.68997
H 1.84175 2.68865 -4.02398
H 3.15786 3.84594 -3.95312
H 2.50911 3.18719 -2.45831
H 5.96821 1.59769 -3.26494
H 5.18105 2.66441 -2.10148
H 5.45440 3.20315 -3.75461
H 2.54972 -2.37856 -1.75450
H 3.65960 -1.77818 -0.50007
H 4.11963 -3.14321 -1.50796
H 3.35555 -2.29776 -4.25387
H 4.92562 -2.90751 -3.75119
H 4.83494 -1.41259 -4.66614
H 5.71462 -0.29778 -1.17154
H 6.28649 -0.44966 -2.83845
H 6.20738 -1.86688 -1.80616

=====

| no. | calculated total energy (eV) | maximum force (eV/A) |
| --- | --- | --- |
| 1 | -12994.06063 | 7.08 |
| 2 | -7356.78127 | 0.44 |
| 3 | -8495.54113 | 0.41 |
| 4 | -54302.17938 | 0.94 |